DFT (ωB97M-V with the def2-TZVPD basis set) results for a structure of composition C11H10KN5OS3 at a distorted geometry.

Each line ends with the Löwdin charge.
CARTESIAN COORDINATES (ANGSTROEM)
K1 -8.91 -5.81 -9.27  0.7602
S1 -5.84 -7.72 -9.37  0.5128
S2 -14.19 -7.34 -9.12  0.9132
S3 -11.73 -3.89 -13.77  0.9097
O1 -7.15 -5.89 -7.63  -0.3936
N1 -5.90 -6.09 -7.29  -0.2579
N2 -9.16 -3.87 -13.34  0.0239
N3 -12.15 -7.26 -7.33  0.0423
N4 -10.55 -5.05 -11.72  0.0435
N5 -11.76 -6.28 -9.43  0.0246
C1 -5.40 -5.41 -6.22  -0.0255
C2 -4.04 -5.57 -5.91  -0.1106
C3 -10.34 -4.29 -12.81  -0.7305
C4 -11.89 -5.45 -11.75  -0.4212
C5 -13.77 -6.66 -10.58  -0.5223
C6 -12.48 -6.15 -10.63  -0.3953
C7 -3.74 -7.00 -7.79  -0.1196
C8 -12.59 -6.87 -8.55  -0.7043
C9 -12.62 -4.98 -12.80  -0.4815
C10 -3.21 -6.33 -6.72  -0.1266
C11 -5.11 -6.88 -8.11  -0.7681
H1 -11.15 -7.17 -7.15  0.0868
H2 -3.06 -7.49 -8.45  0.0850
H3 -12.65 -7.81 -6.64  0.0799
H4 -9.08 -3.67 -14.35  0.0822
H5 -14.44 -6.63 -11.45  0.0457
H6 -8.32 -4.10 -12.79  0.0994
H7 -3.56 -5.07 -5.04  0.0991
H8 -2.18 -6.36 -6.44  0.0862
H9 -6.07 -4.75 -5.69  0.1164
H10 -13.68 -5.20 -12.94  0.0462

2S+1: 2
DFT total energy (Eh): -2568.68471
Max |F| (eV Å⁻¹): 3.5
Kohn-Sham gap (alpha / beta) (hartree): 0.0960 / 0.2061
ΔE to the lowest compared entry with this formula, charge and spin (kJ/mol): 45.1
⟨S²⟩: 0.7688
LUMO (alpha / beta) (eV): 2.275 / 2.260
Net charge: -1